1.
The following is a DFT calculation (ωB97M-V with the def2-TZVPD basis set) of one molecule with the formula C4H9FO2 in a non-equilibrium geometry.

## Properties
E in Eh: -408.10315
Highest occupied orbital energy in eV: -9.62
2S+1: 1
Energy relative to the best compared isomer or geometry (same formula, charge and spin) in eV: 0.957
Structure (SMILES): CO[C@@H](CO)CF
Kohn-Sham gap in eV: 10.44

Positions of all 16 atoms, in Å:
C 1.686 -0.378 -0.778
O 1.410 -0.242 0.622
C 0.070 -0.028 0.977
C -0.425 1.318 0.613
O -0.429 1.554 -0.843
C -0.853 -1.123 0.490
F -1.304 -0.971 -0.815
H 1.194 0.371 -1.348
H 2.777 -0.262 -0.891
H 1.432 -1.411 -1.100
H -0.015 -0.131 2.106
H 0.186 2.106 1.125
H -1.508 1.322 1.013
H -0.969 0.829 -1.171
H -1.775 -1.239 1.081
H -0.304 -2.076 0.480

2.
The following is a DFT calculation (ωB97M-V with the def2-TZVPD basis set) of C4H7KO2 as an isolated structure in a non-equilibrium geometry.

## Properties
E in Eh: -906.68012
Highest occupied orbital energy (spin up / spin down) in eV: -11.45 / -13.25
2S+1: 2
⟨S²⟩: 0.758
Energy relative to the best compared isomer or geometry (same formula, charge and spin) in eV: 0.000
Charge: +1
Kohn-Sham gap (spin up / spin down) in eV: 7.67 / 9.48

Positions of all 14 atoms, in Å:
H 0.228 1.729 -0.013
O -0.017 -0.269 -0.029
C -1.201 -0.341 -0.553
K -2.087 -0.751 -3.177
O -2.154 -0.527 0.340
C -2.036 -1.218 1.503
H -1.101 -1.708 1.759
H -2.951 -1.241 2.088
C 0.772 0.864 -0.478
H 0.682 0.968 -1.567
C 2.195 0.662 -0.040
H 2.434 1.302 0.820
H 2.376 -0.389 0.222
H 2.860 0.917 -0.875

3.
The following is a DFT calculation (ωB97M-V with the def2-TZVPD basis set) of a 2-piece molecular cluster, C5H11NO overall in a non-equilibrium geometry.

## Properties
E in Eh: -327.04281
Highest occupied orbital energy in eV: -8.35
2S+1: 1
Energy relative to the best compared isomer or geometry (same formula, charge and spin) in eV: 2.409
Structure (SMILES): C=C/C(N)=C/C.O
Kohn-Sham gap in eV: 9.10

Positions of all 18 atoms, in Å:
C -1.869 -1.556 -0.372
C -1.642 -0.405 0.275
C -0.414 0.402 0.030
N 0.678 -0.179 -0.652
C -0.280 1.513 0.778
C 0.660 2.662 0.562
H -1.320 -1.816 -1.278
H -2.342 -2.461 -0.006
H -2.063 -0.221 1.258
H 1.616 0.159 -0.519
H 0.371 -0.284 -1.613
H -1.029 1.748 1.524
H 1.368 2.537 -0.261
H 0.131 3.605 0.495
H 1.340 2.796 1.414
O 1.949 -2.811 -0.696
H 1.494 -3.614 -0.485
H 1.351 -2.074 -0.455

4.
The following is a DFT calculation (ωB97M-V with the def2-TZVPD basis set) of H26O13Xe as an isolated structure in a non-equilibrium geometry.

## Properties
E in Eh: -1323.08298
Highest occupied orbital energy in eV: -10.13
2S+1: 1
Energy relative to the best compared isomer or geometry (same formula, charge and spin) in eV: 0.748
Kohn-Sham gap in eV: 10.10

Positions of all 40 atoms, in Å:
Xe -0.204 0.005 0.018
O 0.538 1.882 3.189
H 1.025 2.406 3.826
H 1.210 1.530 2.605
O -0.630 3.229 0.934
H -0.600 4.143 1.216
H -0.541 2.726 1.744
O 1.567 -2.801 -2.665
H 1.038 -3.528 -2.993
H 1.138 -2.018 -3.010
O 1.676 2.952 -0.725
H 2.458 3.425 -0.442
H 1.041 3.097 -0.024
O 0.277 -0.293 -3.568
H 0.515 0.306 -4.276
H -0.601 -0.016 -3.305
O -2.005 1.094 -3.248
H -2.821 1.073 -3.748
H -2.078 1.878 -2.703
O -3.494 1.919 0.499
H -2.948 2.398 -0.124
H -2.887 1.330 0.947
O 1.360 -2.696 2.049
H 0.786 -3.405 1.760
H 1.867 -2.465 1.271
O 2.556 0.675 -2.133
H 1.834 0.280 -2.622
H 2.156 1.407 -1.663
O -0.637 -1.234 3.824
H -0.220 -1.825 3.197
H 0.091 -0.767 4.234
O -2.496 0.502 2.914
H -1.772 -0.124 2.909
H -2.301 1.089 3.644
O -1.882 -3.420 -0.684
H -2.769 -3.721 -0.883
H -1.603 -2.955 -1.473
O 3.245 -2.396 0.057
H 2.706 -2.353 -0.732
H 3.408 -3.330 0.186

5.
The following is a DFT calculation (ωB97M-V with the def2-TZVPD basis set) of a 7-piece molecular cluster, C9H31NO7 overall in a non-equilibrium geometry.

## Properties
E in Eh: -942.86006
Highest occupied orbital energy in eV: -8.41
2S+1: 1
Energy relative to the best compared isomer or geometry (same formula, charge and spin) in eV: 1.584
Structure (SMILES): CC1(C)CCCC(C)(C)N1O.O.O.O.O.O.O
Kohn-Sham gap in eV: 8.73

Positions of all 48 atoms, in Å:
C -1.332 1.293 0.582
C -0.310 2.022 1.451
C -0.225 3.502 1.002
C -0.768 1.906 2.981
C 0.367 2.418 3.912
C 1.604 1.490 3.697
C 2.127 1.372 2.207
C 3.057 2.579 2.103
C 2.822 0.004 2.142
N 0.977 1.263 1.253
O 1.488 1.301 -0.083
H -2.287 1.773 0.795
H -1.366 0.226 0.804
H -1.230 1.373 -0.500
H 0.074 3.514 -0.046
H 0.588 4.074 1.449
H -1.160 4.058 1.072
H -1.742 2.330 3.227
H -0.777 0.842 3.221
H 0.094 2.453 4.966
H 0.481 3.476 3.679
H 1.462 0.523 4.179
H 2.366 1.965 4.315
H 2.463 3.482 2.248
H 3.908 2.521 2.782
H 3.556 2.609 1.134
H 2.917 -0.323 1.107
H 3.817 0.152 2.562
H 2.395 -0.805 2.733
H 1.068 0.520 -0.451
O -4.404 -0.763 -5.109
H -4.735 0.101 -4.861
H -4.213 -0.687 -6.043
O -0.906 -2.189 -3.111
H -1.093 -2.536 -2.239
H -1.767 -2.001 -3.484
O -2.182 -0.509 -8.309
H -1.436 -1.047 -8.043
H -2.602 -1.011 -9.008
O -3.276 -5.529 -0.525
H -2.666 -4.935 -0.087
H -3.673 -6.032 0.186
O 0.099 -3.946 0.505
H 0.510 -3.189 0.924
H 0.822 -4.550 0.340
O 2.064 -4.904 -3.854
H 1.271 -4.377 -3.950
H 1.752 -5.809 -3.856

6.
The following is a DFT calculation (ωB97M-V with the def2-TZVPD basis set) of one molecule with the formula C4H8S3 in a non-equilibrium geometry.

## Properties
E in Eh: -1351.75421
Highest occupied orbital energy in eV: -8.67
2S+1: 1
Energy relative to the best compared isomer or geometry (same formula, charge and spin) in eV: 0.145
Kohn-Sham gap in eV: 8.68

Positions of all 15 atoms, in Å:
C -2.287 0.224 0.723
C -1.836 -0.432 -0.601
C 0.936 -1.115 -0.175
C 2.739 0.976 -0.088
H -3.037 0.999 0.497
H -2.749 -0.489 1.431
H -1.375 0.625 1.189
H -1.494 0.282 -1.360
H -2.737 -0.975 -0.925
H 3.159 0.657 0.875
H 3.272 0.405 -0.859
H 2.829 2.063 -0.242
S -0.651 -1.816 -0.358
S 2.199 -2.085 0.189
S 1.032 0.681 -0.298